Model w:
The following is a DFT calculation (ωB97M-V with the def2-TZVPD basis set) of a gas-phase ion, C5H12N (charge +1).

Calculated values
LUMO (eV): -3.5
Net charge: +1
Frontier orbital gap (Eh): 0.389
Structure (SMILES): C=C(C)CC[NH3+]

Element x y z (Å)
C 1.39996 0.72133 0.94948
C 1.04727 0.05123 -0.14190
C 1.62366 -1.24191 -0.57771
C -0.27365 0.59478 -0.98794
C -1.51481 -0.07345 -0.44844
N -1.64075 0.30478 0.99351
H 0.98709 1.67884 1.21622
H 2.22442 0.39225 1.56055
H 0.85704 -2.01672 -0.63399
H 2.39397 -1.56714 0.11649
H 2.06968 -1.14475 -1.56452
H -0.31786 1.67625 -0.90063
H -0.11781 0.32890 -2.03017
H -1.42336 -1.15843 -0.51249
H -2.40609 0.23718 -0.99564
H -2.27545 -0.31737 1.50533
H -1.97470 1.27313 1.08404
H -0.65858 0.26111 1.36782

Atom charges from the Löwdin analysis, given in e for atoms 1 to 8:
1. C 0.028
2. C -0.318
3. C -0.050
4. C -0.104
5. C -0.159
6. N 0.181
7. H 0.072
8. H 0.080

***

Model x:
The following is a DFT calculation (ωB97M-V with the def2-TZVPD basis set) of a gas-phase ion, C5H12N (charge +1).

Calculated values
LUMO (eV): -3.8
Net charge: +1
Frontier orbital gap (Eh): 0.318
Structure (SMILES): C/C=C/CC[NH3+]

Element x y z (Å)
C 0.97286 -1.40519 0.53808
C 1.41350 0.13353 0.21631
C 0.50189 0.68432 -0.91406
C -0.62543 1.37299 -0.62615
C -1.67516 1.21968 -1.62444
N 0.01467 -1.40794 1.78891
H 1.74880 -1.90304 0.88076
H 0.52037 -1.81678 -0.43811
H 2.44309 0.13689 -0.14953
H 1.34139 0.44393 1.20589
H 0.94738 0.78864 -1.90658
H -0.64850 2.04438 0.27519
H -1.14257 1.43126 -2.55620
H -2.57471 1.95620 -1.27234
H -2.21736 0.26814 -1.75388
H 0.23233 -0.93576 2.67105
H -0.54419 -2.20480 2.14828
H -0.70837 -0.80648 1.51682

Atom charges from the Löwdin analysis, given in e for atoms 1 to 8:
1. C -0.050
2. C -0.126
3. C -0.125
4. C -0.195
5. C -0.128
6. N 0.189
7. H 0.053
8. H 0.165

***

Top of the stability list: model w, leading by 0.1099 hartree.

***

Model w:
The following is a DFT calculation (ωB97M-V with the def2-TZVPD basis set) of a gas-phase ion, C5H12N (charge +1).

Calculated values
LUMO (eV): -4.5
Net charge: +1
Frontier orbital gap (Eh): 0.266
Structure (SMILES): C=C(C)CC[NH3+]

Element x y z (Å)
C 1.05486 1.31293 -0.04192
C -0.39326 1.01243 0.33241
C -0.73690 -0.42718 0.04694
C 0.19007 -1.50385 0.06912
C -2.21091 -0.67779 -0.43372
N 1.98868 0.19511 0.16198
H 1.08602 1.67052 -1.13903
H 1.41150 2.27510 0.49050
H -1.08404 1.77578 -0.08714
H -0.48629 1.07950 1.46075
H 0.27775 -2.04911 -0.94209
H 0.30133 -2.23311 0.80357
H -2.42185 -0.75958 -1.51784
H -2.69870 -1.62073 -0.08794
H -2.84989 0.09351 0.00248
H 1.78335 -0.17769 1.10530
H 1.86587 -0.45788 -0.58924
H 2.92243 0.49203 0.36586

Atom charges from the Löwdin analysis, given in e for atoms 1 to 8:
1. C -0.173
2. C -0.154
3. C -0.244
4. C -0.050
5. C -0.034
6. N 0.145
7. H 0.163
8. H 0.163

***

Model x:
The following is a DFT calculation (ωB97M-V with the def2-TZVPD basis set) of a gas-phase ion, C5H12N (charge +1).

Calculated values
LUMO (eV): -3.8
Net charge: +1
Frontier orbital gap (Eh): 0.340
Structure (SMILES): C=CCCC[NH3+]

Element x y z (Å)
C -0.30400 1.63386 -0.11857
C 0.65192 0.67026 0.55974
C 0.47984 -0.78599 0.08432
C -0.46142 -2.90479 0.98853
C -0.47957 -1.58828 0.92756
N -0.04003 1.76359 -1.60322
H -1.35263 1.46668 0.13372
H -0.18769 2.65681 0.24792
H 0.41907 0.76730 1.61183
H 1.67699 1.00600 0.36394
H 0.19800 -0.81718 -0.96490
H 1.46331 -1.25699 0.10297
H 0.29495 -3.56718 0.57644
H -1.22565 -3.44114 1.53450
H -1.28096 -1.04038 1.41655
H 0.97086 1.69311 -1.76177
H -0.32813 2.69011 -1.92045
H -0.49487 1.05419 -2.17909

Atom charges from the Löwdin analysis, given in e for atoms 1 to 8:
1. C -0.153
2. C -0.180
3. C -0.205
4. C 0.022
5. C -0.186
6. N 0.201
7. H 0.141
8. H 0.133

***

Model y:
The following is a DFT calculation (ωB97M-V with the def2-TZVPD basis set) of a gas-phase ion, C5H12N (charge +1).

Calculated values
LUMO (eV): -3.8
Net charge: +1
Frontier orbital gap (Eh): 0.346
Structure (SMILES): C=CC[C@@H](C)[NH3+]

Element x y z (Å)
C 1.44844 1.19358 0.68307
C 0.81767 0.04995 -0.25720
C -0.60354 -0.48339 0.10770
C -1.76344 0.38126 -0.28147
C -3.07682 0.19197 -0.46916
N 1.78405 -1.18218 -0.05937
H 1.51828 0.77282 1.67986
H 2.51404 1.40025 0.19558
H 0.91612 2.16972 0.77371
H 0.96633 0.33913 -1.30761
H -0.65140 -0.86248 1.12127
H -0.77639 -1.30332 -0.56644
H -1.48787 1.39009 -0.31929
H -3.72918 1.13643 -0.46845
H -3.70934 -0.77410 -0.59850
H 1.40097 -2.08876 -0.48520
H 1.84578 -1.33801 0.95361
H 2.58628 -0.99298 -0.70213

Atom charges from the Löwdin analysis, given in e for atoms 1 to 8:
1. C -0.026
2. C -0.279
3. C -0.171
4. C -0.200
5. C 0.021
6. N 0.179
7. H 0.067
8. H 0.125

***

Top of the stability list: model x, leading by 0.0364 hartree.

***

Model w:
The following is a DFT calculation (ωB97M-V with the def2-TZVPD basis set) of a gas-phase ion, C5H12N (charge +1).

Calculated values
LUMO (eV): -5.4
Net charge: +1
Frontier orbital gap (Eh): 0.356
Structure (SMILES): C=[NH+]CCCC

Element x y z (Å)
C -0.87001 0.91463 -2.34139
C -0.00919 0.59043 -1.08041
C -0.77714 0.42408 0.27998
C -0.45060 -0.78354 1.03203
C 1.83784 -1.06468 1.62466
N 0.70090 -0.60808 1.95517
H -0.22843 0.87452 -3.21701
H -1.17496 1.96540 -2.27765
H -1.65199 0.22498 -2.48760
H 0.65079 1.43498 -0.83270
H 0.54216 -0.36616 -1.28783
H -1.84514 0.33392 -0.05725
H -0.84714 1.28971 0.99121
H -0.12891 -1.48366 0.24873
H -1.21056 -1.15508 1.70084
H 2.79688 -0.77707 2.22699
H 1.92810 -1.96620 1.04947
H 0.73741 0.15182 2.47278

Atom charges from the Löwdin analysis, given in e for atoms 1 to 8:
1. C -0.081
2. C -0.226
3. C -0.207
4. C -0.162
5. C 0.192
6. N 0.098
7. H 0.076
8. H 0.086

***

Model x:
The following is a DFT calculation (ωB97M-V with the def2-TZVPD basis set) of a gas-phase ion, C5H12N (charge +1).

Calculated values
LUMO (eV): -4.0
Net charge: +1
Frontier orbital gap (Eh): 0.343
Structure (SMILES): C=C(C)CC[NH3+]

Element x y z (Å)
C 0.65956 0.75595 1.26984
C -0.79767 0.66170 0.42585
C -0.97925 -0.45471 -0.61548
C -1.73270 -0.34816 -1.67104
C -0.16287 -1.75940 -0.29052
N 1.89815 0.88318 0.29263
H 0.55579 1.87451 1.57795
H 0.72442 -0.04843 1.99765
H -1.14318 1.62654 0.19200
H -1.44997 0.26139 1.25773
H -2.23502 0.61931 -1.95832
H -1.96714 -1.19564 -2.46869
H 0.89459 -1.40303 0.16290
H -0.66581 -2.31440 0.56542
H -0.13385 -2.25121 -1.26096
H 2.06556 0.17040 -0.35596
H 1.79739 1.89589 -0.17893
H 2.67202 1.02612 1.05794

Atom charges from the Löwdin analysis, given in e for atoms 1 to 8:
1. C -0.093
2. C -0.116
3. C -0.408
4. C 0.021
5. C -0.041
6. N 0.146
7. H 0.148
8. H 0.113

***

Top of the stability list: model w, leading by 0.0243 hartree.

***

Model w:
The following is a DFT calculation (ωB97M-V with the def2-TZVPD basis set) of a gas-phase ion, C5H12N (charge +1).

Calculated values
LUMO (eV): -3.7
Net charge: +1
Frontier orbital gap (Eh): 0.353
Structure (SMILES): C=CC[C@@H](C)[NH3+]

Element x y z (Å)
C 0.87562 1.70587 0.04780
C -0.06169 0.69072 -0.58645
C 0.02742 -0.73502 -0.08404
C -0.46224 -0.81651 1.34446
C -0.87983 -1.92292 1.93073
N 0.24997 0.72607 -2.06921
H 1.89052 1.30026 0.09448
H 0.85817 2.62293 -0.53982
H 0.56948 2.01925 1.04378
H -1.08979 1.01859 -0.44209
H 1.04839 -1.13670 -0.14503
H -0.58768 -1.38142 -0.71731
H -0.46466 0.10486 1.91852
H -1.49952 -1.90704 2.81943
H -0.84083 -2.92531 1.51209
H -0.07739 -0.11248 -2.55548
H 1.24859 0.84600 -2.25961
H -0.18256 1.51547 -2.55862

Atom charges from the Löwdin analysis, given in e for atoms 1 to 8:
1. C -0.032
2. C -0.353
3. C -0.175
4. C -0.170
5. C 0.032
6. N 0.217
7. H 0.104
8. H 0.090

***

Model x:
The following is a DFT calculation (ωB97M-V with the def2-TZVPD basis set) of a gas-phase ion, C5H12N (charge +1).

Calculated values
LUMO (eV): -3.6
Net charge: +1
Frontier orbital gap (Eh): 0.379
Structure (SMILES): C=CCCC[NH3+]

Element x y z (Å)
C -0.94968 0.97438 -0.45973
C -0.36702 0.79632 0.93853
C 0.90084 -0.05637 1.02348
C -0.34116 -2.09883 0.18311
C 0.77877 -1.41575 0.38380
N 0.15960 1.01927 -1.48604
H -1.60204 0.16496 -0.76771
H -1.49913 1.91486 -0.55445
H -1.14941 0.32747 1.54306
H -0.23037 1.77516 1.38672
H 1.78151 0.46071 0.61618
H 1.12466 -0.14686 2.07956
H -1.36421 -1.84697 0.40898
H -0.23448 -3.08562 -0.24670
H 1.71013 -1.89147 0.10097
H 0.84344 1.73338 -1.20446
H -0.19653 1.26791 -2.41047
H 0.63508 0.10745 -1.53482

Atom charges from the Löwdin analysis, given in e for atoms 1 to 8:
1. C -0.141
2. C -0.180
3. C -0.204
4. C 0.029
5. C -0.185
6. N 0.191
7. H 0.118
8. H 0.137

***

Top of the stability list: model x, leading by 0.0065 hartree.

***

Model w:
The following is a DFT calculation (ωB97M-V with the def2-TZVPD basis set) of 2 unconnected molecules or ions with the total composition C5H12N.

Calculated values
LUMO (eV): -6.1
Net charge: +1
Frontier orbital gap (Eh): 0.313

Element x y z (Å)
C -0.09426 -0.43253 2.47963
C 0.51376 -0.13579 1.35603
C -1.44614 0.62334 -0.27779
C 0.94252 1.19849 -0.62228
C -0.03468 0.46319 0.21274
N 0.13495 -1.53740 -1.45416
H 0.38928 -0.83364 3.37842
H -1.12109 -0.35655 2.69126
H 1.61136 -0.26149 1.44541
H -2.09585 1.49731 -0.10201
H -2.02396 -0.29922 0.01200
H -1.30999 0.51046 -1.38779
H 1.91577 0.99295 -0.31671
H 0.70143 2.23801 -0.44768
H 0.96504 1.26954 -1.72426
H 0.08420 -0.83259 -2.18956
H -0.29523 -2.41107 -1.69803
H 1.16289 -1.69301 -1.35523

Atom charges from the Löwdin analysis, given in e for atoms 1 to 8:
1. C 0.166
2. C -0.123
3. C -0.025
4. C -0.035
5. C -0.207
6. N 0.074
7. H 0.110
8. H 0.082

***

Model x:
The following is a DFT calculation (ωB97M-V with the def2-TZVPD basis set) of 2 unconnected molecules or ions with the total composition C5H12N.

Calculated values
LUMO (eV): -3.7
Net charge: +1
Frontier orbital gap (Eh): 0.354

Element x y z (Å)
C 0.27329 -0.61451 0.44343
C -0.18240 0.50764 0.99313
C 0.29641 0.51920 2.41173
C -1.24539 1.43119 0.54184
C -0.26376 -1.23616 -1.80154
N 1.12794 -0.82287 -2.22364
H 0.71612 -1.52688 0.69621
H -0.06622 1.50724 2.79676
H -0.19267 -0.16430 3.08147
H 1.40791 0.30480 2.52041
H -1.67345 1.27124 -0.38158
H -1.03924 2.45123 0.67927
H -1.96782 1.14900 1.20013
H -0.62956 -2.25502 -1.76654
H -0.99458 -0.57556 -2.27669
H 1.40155 -0.64567 -3.27568
H 1.87059 -1.36813 -1.83907
H 1.16126 0.06754 -1.79963

Atom charges from the Löwdin analysis, given in e for atoms 1 to 8:
1. C 0.162
2. C -0.375
3. C -0.056
4. C -0.011
5. C 0.001
6. N 0.088
7. H 0.058
8. H 0.107

***

Top of the stability list: model w, leading by 0.0866 hartree.